# 1
This record from the OMol25 dataset describes C7H8 in the gas phase. The level of theory is ωB97M-V with the def2-TZVPD basis set.

Its energy above the lowest of the compared OMol25 structures with the same formula, charge and spin is 179.7 kcal per mole. Its total energy is -7380.9563 eV.

```
! RIJCOSX wB97M-V def2-TZVPD def2/J DEFGRID3
* xyz 0 1
C -0.04258 -1.48641 -0.44433
C -0.27608 -0.04247 -0.06972
C 0.18978 1.07469 -0.99313
C 1.25719 0.90179 0.00012
C 2.57012 0.66934 0.12048
C -1.44327 0.20374 0.73288
C -2.44348 0.37228 1.38397
H -0.92127 -1.86202 -0.98601
H 0.84949 -1.58682 -1.06831
H 0.08578 -2.09795 0.45375
H 0.66156 0.60087 0.97977
H 0.43559 0.76334 -2.00960
H -0.42073 1.97872 -0.95973
H 2.84970 -0.01366 0.93744
H -3.35181 0.52457 1.92243
*
```


# 2
This record from the OMol25 dataset describes C7H8 in the gas phase. The level of theory is ωB97M-V with the def2-TZVPD basis set.

Its energy above the lowest of the compared OMol25 structures with the same formula, charge and spin is 179.7 kcal per mole. Its total energy is -7380.9541 eV.

```
! RIJCOSX wB97M-V def2-TZVPD def2/J DEFGRID3
* xyz 0 1
C -0.04378 -1.49081 -0.45472
C -0.29697 -0.04913 -0.09289
C 0.19785 1.06929 -0.99417
C 1.24255 0.87717 0.01187
C 2.57189 0.67146 0.12168
C -1.47021 0.19921 0.70860
C -2.45810 0.37679 1.37712
H -0.91808 -1.89020 -0.98049
H 0.83599 -1.57383 -1.09552
H 0.11512 -2.10223 0.43847
H 0.65834 0.63258 0.99786
H 0.46518 0.75792 -2.00303
H -0.40453 1.97727 -0.96892
H 2.83093 0.00487 0.95690
H -3.32616 0.53963 1.97727
*
```


# 3
This record from the OMol25 dataset describes C7H8BClOS in the gas phase in a non-equilibrium geometry. The level of theory is ωB97M-V with the def2-TZVPD basis set.

Its energy above the lowest of the compared OMol25 structures with the same formula, charge and spin is 120.5 kcal per mole. Its total energy is -33464.6259 eV.

```
! RIJCOSX wB97M-V def2-TZVPD def2/J DEFGRID3
* xyz 0 1
B 0.51705 -0.10165 -0.49823
C -1.46714 -1.48199 0.37959
C -2.78974 -1.49665 0.47834
C -0.81716 -0.29793 -0.14551
C -3.24261 -0.27154 -0.21750
C 2.78012 1.03330 -0.33201
C 3.19844 -0.38133 -0.00197
C 1.95529 -0.03002 -0.79716
O -1.48296 1.96523 0.90242
S -2.12993 0.94973 -0.48485
Cl -5.00170 0.22634 0.05186
H -0.84420 -2.28241 0.73466
H -3.45769 -2.20218 0.84893
H 2.58411 1.67373 0.52957
H 3.18375 1.54466 -1.12106
H 4.05929 -0.88720 -0.48027
H 2.90657 -0.65537 1.09459
H 1.97424 -0.14497 -1.87813
H -1.92574 2.84025 0.93673
*
```


# 4
This record from the OMol25 dataset describes C7H8BFO3 in the gas phase in a non-equilibrium geometry. The level of theory is ωB97M-V with the def2-TZVPD basis set.

The SMILES is O=C\C(F)=C/C=C\C=C\B(O)O. Its total energy is -16923.9503 eV.

```
! RIJCOSX wB97M-V def2-TZVPD def2/J DEFGRID3
* xyz 0 1
B -1.59715 -1.17593 -1.04545
C 2.10094 -0.59719 0.18781
C 2.29613 0.68232 0.64152
C 0.97776 -1.10737 -0.49199
C 1.19289 1.57048 0.29339
C -0.51742 0.82863 1.76961
C -0.33680 -1.06900 -0.11050
C -0.13706 1.33541 0.44373
O -1.58673 0.94480 2.28703
O -1.46313 -0.49628 -2.23332
O -2.77817 -1.57827 -0.50483
F -1.00814 2.20319 -0.08545
H 3.07572 -1.31042 0.14937
H 3.16337 1.11622 1.02016
H 1.21202 -1.29634 -1.51088
H 1.42786 2.35629 -0.44037
H 0.36863 0.42579 2.24589
H -0.49771 -1.28869 0.89331
H -2.28320 -0.04566 -2.57085
H -3.60980 -1.49800 -0.93818
*
```


# 5
This record from the OMol25 dataset describes a molecular structure, C7H8Br2 in a non-equilibrium geometry. The level of theory is ωB97M-V with the def2-TZVPD basis set.

Its energy above the lowest of the compared OMol25 structures with the same formula, charge and spin is 129.8 kcal per mole. Its total energy is -147466.2922 eV.

```
! RIJCOSX wB97M-V def2-TZVPD def2/J DEFGRID3
* xyz 0 1
C -2.04801 1.12673 0.32210
C -1.18183 1.37831 -0.88740
C -0.98516 -1.38720 -0.63186
C 1.15716 -1.02903 0.93747
C -1.05067 0.06773 -0.21134
C 0.03814 -0.82588 0.21113
C 3.36926 0.15667 0.79830
Br 2.99002 1.71002 -0.27481
Br 4.09099 -1.30433 -0.06895
H -1.73395 1.65693 1.14250
H -3.06982 0.96047 0.48820
H -1.57745 1.40802 -1.96031
H -0.39164 2.11325 -0.67262
H -1.69903 -2.01202 -0.09624
H -0.86261 -1.48602 -1.68646
H 1.40415 -0.47964 1.73398
H 1.55043 -2.05399 0.85630
*
```


# 6
This record from the OMol25 dataset describes a molecular structure, C7H8Cl2CrO4Rh in a non-equilibrium geometry. The level of theory is ωB97M-V with the def2-TZVPD basis set.

The expectation value of S² is 15.815. Its total energy is -71995.5098 eV.

```
! RIJCOSX wB97M-V def2-TZVPD def2/J DEFGRID3
* xyz 4 8
Cr -1.91102 2.47575 -3.39836
Rh -1.44487 -0.48219 0.78159
Cl -0.20942 1.19442 -3.80955
Cl -3.63182 0.14717 0.67872
C -1.65627 -0.90467 2.48972
C -1.85165 4.01182 -4.65664
C -4.10708 2.55636 -2.67727
O -2.31105 -0.99997 3.50674
O -0.97501 4.59099 -5.22217
O -5.26620 2.60552 -2.53243
C 2.02307 -2.04028 1.78967
C 2.62561 -0.70185 1.60453
C 1.65359 0.09458 0.72698
O 0.65389 -0.78419 0.23392
C 1.00932 -2.13297 0.60513
H 2.74097 -2.88375 1.76427
H 1.45885 -2.14576 2.74250
H 3.61929 -0.75294 1.11613
H 2.81306 -0.12945 2.59660
H 1.10010 0.92881 1.25267
H 2.20133 0.55434 -0.17631
H 1.45955 -2.61943 -0.25987
H 0.00576 -2.58230 0.84343
*
```


# 7
This record from the OMol25 dataset describes C7H8Cl3NSi in the gas phase in a non-equilibrium geometry. The level of theory is ωB97M-V with the def2-TZVPD basis set.

Its energy above the lowest of the compared OMol25 structures with the same formula, charge and spin is 53.1 kcal per mole. The SMILES is CCc1cccnc1[Si](Cl)(Cl)Cl. Its total energy is -54325.6656 eV.

```
! RIJCOSX wB97M-V def2-TZVPD def2/J DEFGRID3
* xyz 0 1
C -0.92473 0.35656 2.41409
C -0.80120 1.07230 1.22102
C -0.52445 -0.95326 2.56606
C -0.12634 0.55169 0.17474
C 0.54270 -1.15395 0.58799
C -1.04882 1.13980 -2.20085
C 0.08038 1.33317 -1.09307
N 0.26603 -1.57955 1.69843
Si 1.78984 -2.02203 -0.52938
Cl 3.70259 -1.31683 -0.13205
Cl 1.66324 -3.95472 -0.16232
Cl 1.48998 -1.51097 -2.51819
H -1.29357 0.86562 3.29509
H -1.07889 2.04630 1.34896
H -0.74395 -1.44616 3.54690
H -1.30620 0.13582 -2.50428
H -0.81641 1.41488 -3.22363
H -1.96682 1.60321 -1.98796
H 0.15800 2.39750 -0.92129
H 0.93864 1.02062 -1.58025
*
```


# 8
This record from the OMol25 dataset describes a gas-phase ion, C7H8ClIN3 (charge +1) in a non-equilibrium geometry. The level of theory is ωB97M-V with the def2-TZVPD basis set.

The SMILES is CC1=[NH+]/C=N\C(Cl)=C/[C@@H](I)/C=N\1. Its total energy is -32472.6895 eV.

```
! RIJCOSX wB97M-V def2-TZVPD def2/J DEFGRID3
* xyz 1 1
C -1.11403 0.10926 -1.41338
C 0.78930 2.01566 0.44481
C 1.78180 0.02126 -0.40166
C 0.05613 -0.51119 -2.09851
C 1.21411 -0.92435 -1.13802
C -0.79106 0.21816 1.04785
C -1.25187 -0.78600 1.93792
N -1.26934 0.16744 -0.20356
N 1.56084 1.35638 -0.35949
N -0.06607 1.27935 1.36908
Cl 3.12541 -0.45225 0.64372
I -0.92677 -2.38892 -2.92492
H -1.95674 0.32409 -2.12300
H 0.87752 3.01488 0.60566
H 0.33918 0.15103 -2.91459
H 1.68186 -1.92859 -0.98952
H -0.66499 -1.79842 1.54859
H -2.40197 -1.01383 1.76006
H -0.90697 -0.49020 2.93065
H -0.07633 1.63623 2.27830
*
```


# 9
This record from the OMol25 dataset describes 2 unconnected molecules or ions with the total composition C7H8F3NO in a non-equilibrium geometry. The level of theory is ωB97M-V with the def2-TZVPD basis set.

Its energy above the lowest of the compared OMol25 structures with the same formula, charge and spin is 5.3 kcal per mole. The SMILES is COc1ccccn1.FC(F)F. Its total energy is -19077.4190 eV.

```
! RIJCOSX wB97M-V def2-TZVPD def2/J DEFGRID3
* xyz 0 1
C -0.34356 0.07168 2.10418
C 0.36033 -0.85535 1.38085
C 0.17231 1.69572 0.36785
C -0.46829 1.38324 1.58111
C 0.96501 -0.43915 0.19276
C 2.38681 -0.82795 -1.63615
C -2.31505 -0.23317 -0.80497
N 0.84039 0.78613 -0.31341
O 1.69575 -1.36505 -0.52568
F -2.73775 1.05225 -0.65172
F -3.05310 -0.93381 -1.79223
F -2.59875 -0.76713 0.36748
H -0.73114 -0.19145 3.12527
H 0.38102 -1.93261 1.84635
H 0.25031 2.61826 -0.05065
H -1.28344 -0.09275 -1.14397
H -1.05722 2.16295 1.98104
H 3.34794 -0.37837 -1.52462
H 1.74732 0.05073 -2.14413
H 2.44110 -1.80417 -2.35935
*
```


# 10
This record from the OMol25 dataset describes 2 unconnected molecules or ions with the total composition C7H8FN2 in a non-equilibrium geometry. The level of theory is ωB97M-V with the def2-TZVPD basis set.

Its energy above the lowest of the compared OMol25 structures with the same formula, charge and spin is 40.6 kcal per mole. Its total energy is -13074.5999 eV.

```
! RIJCOSX wB97M-V def2-TZVPD def2/J DEFGRID3
* xyz 1 1
C -3.45540 0.09444 -0.11587
C -2.82838 0.94814 0.82300
C -2.66221 -0.42844 -1.14577
C -1.49934 1.07790 0.96347
C -1.26041 -0.54392 -1.01699
C -0.64061 0.16652 0.12117
C 3.70599 -0.35129 0.00158
N 0.56675 -0.14912 0.14820
N 4.94791 -0.74019 -0.08645
F 3.53258 0.95426 -0.16431
H -4.40150 -0.35665 0.22001
H -3.53469 1.39075 1.52962
H -3.14837 -0.95508 -1.97257
H -0.93728 1.76750 1.58552
H -0.55160 -1.11365 -1.63534
H 1.21172 0.28537 0.82445
H 5.13918 -1.79550 0.21066
H 5.81566 -0.25104 -0.29040
*
```


# 11
This record from the OMol25 dataset describes a molecular structure, C7H8FeN2O4S in a non-equilibrium geometry. The level of theory is ωB97M-V with the def2-TZVPD basis set.

Its energy above the lowest of the compared OMol25 structures with the same formula, charge and spin is 0.0 kcal per mole. The expectation value of S² is 6.049. Its total energy is -63761.8425 eV.

```
! RIJCOSX wB97M-V def2-TZVPD def2/J DEFGRID3
* xyz 2 5
O 0.71745 -2.48303 -2.22370
C 0.70790 -1.33794 -2.22887
Fe 0.74651 0.47112 -2.16373
O -1.97776 0.47774 -5.41410
C -1.25376 0.46728 -4.55542
C 2.48052 0.47883 -2.53484
O 3.61832 0.48183 -2.70361
C 0.70848 2.29548 -2.18697
O 0.71746 3.43970 -2.15021
C -2.01044 0.49000 1.77604
N -0.71859 0.83802 1.19942
C 0.31347 0.00213 0.97797
S 1.62936 0.58728 -0.06218
N 0.49819 -1.18870 1.57919
C 0.13214 -1.49510 2.96307
H -2.04974 -0.57411 1.96737
H -2.81520 0.74983 1.08015
H -2.15572 1.05405 2.70227
H -0.64300 1.79206 0.84390
H 1.21450 -1.81510 1.19590
H -0.51039 -2.37774 2.96896
H 1.02492 -1.70934 3.56300
H -0.37462 -0.64428 3.40638
*
```


# 12
This record from the OMol25 dataset describes a gas-phase ion, C7H8N (charge +1) in a non-equilibrium geometry. The level of theory is ωB97M-V with the def2-TZVPD basis set.

Its energy above the lowest of the compared OMol25 structures with the same formula, charge and spin is 103.7 kcal per mole. The SMILES is C1=C2C[N+]3=C[C@@]12CC3. Its total energy is -8863.9765 eV.

```
! RIJCOSX wB97M-V def2-TZVPD def2/J DEFGRID3
* xyz 1 1
C 1.39586 1.41518 0.41345
C 0.17967 1.59149 -0.05586
C -1.00270 1.02736 -0.84054
C 0.45959 -0.91530 1.13880
C -0.87599 -1.16717 0.23059
C 0.71815 -0.34719 -1.18790
C 1.17412 0.00008 0.18386
N -0.72894 -0.44024 -0.99778
H 1.99507 2.05775 1.02467
H -1.94403 1.00655 -0.13216
H -1.21502 1.32393 -1.92200
H 0.29237 -0.36616 2.00990
H 1.05631 -1.76452 1.40626
H -0.95575 -2.25333 0.22440
H -1.87186 -0.90859 0.52446
H 1.32314 -0.25985 -2.02014
*
```


# 13
This record from the OMol25 dataset describes C7H8N2 in the gas phase in a non-equilibrium geometry. The level of theory is ωB97M-V with the def2-TZVPD basis set.

Its energy above the lowest of the compared OMol25 structures with the same formula, charge and spin is 83.0 kcal per mole. The SMILES is N#CC#CC[C@H]1CCN1. Its total energy is -10364.5820 eV.

```
! RIJCOSX wB97M-V def2-TZVPD def2/J DEFGRID3
* xyz 0 1
C -3.91206 -0.39630 -0.01664
C -2.59063 0.23848 0.11326
C -1.58661 0.95695 -0.03136
C -0.24166 1.54388 -0.04609
C 0.89536 0.60422 0.10096
C 0.86882 -0.80211 0.92393
C 1.69269 -1.34979 -0.24016
H -0.08788 2.30378 0.81035
H -0.21186 2.31414 -0.93178
H 1.81893 1.28472 0.41545
H 1.23300 -0.95819 1.95273
H -0.17145 -1.13029 1.00197
H 2.78363 -1.31234 -0.02912
H 1.42331 -2.32855 -0.81830
H 1.85287 0.10789 -1.74532
N -4.93323 -0.86937 -0.34774
N 1.16678 -0.20713 -1.11213
*
```